No. 1
{"formula": "C27H17BaN3S3Se4", "method": "ωB97M-V/def2-TZVPD", "symbols": ["Ba", "Se", "Se", "Se", "Se", "S", "S", "S", "N", "N", "N", "C", "C", "C", "C", "C", "C", "C", "C", "C", "C", "C", "C", "C", "C", "C", "C", "C", "C", "C", "C", "C", "C", "C", "C", "C", "C", "C", "H", "H", "H", "H", "H", "H", "H", "H", "H", "H", "H", "H", "H", "H", "H", "H", "H"], "positions_angstrom": [[0.398, -1.816, -0.326], [2.226, -3.219, -2.405], [0.417, -4.877, 0.502], [2.536, -4.315, -0.344], [0.060, -3.428, 2.325], [-3.111, -3.974, -3.664], [5.508, -1.735, 2.828], [-3.201, 4.984, -2.126], [2.075, 0.167, 0.830], [-0.177, 1.095, -0.478], [-1.926, -2.819, -1.692], [-3.908, -3.994, -2.126], [2.767, 2.411, 1.310], [1.870, 1.497, 0.746], [6.299, 0.630, 3.357], [7.274, -0.243, 3.900], [-3.111, -3.339, -1.182], [-1.252, 1.547, -1.082], [-4.708, -3.856, 0.506], [-3.784, 2.525, -2.440], [6.973, -1.552, 3.678], [1.414, 4.276, 0.564], [0.470, 3.364, -0.021], [4.109, 0.546, 2.057], [0.689, 1.982, 0.061], [3.898, 1.903, 1.968], [-0.685, 3.811, -0.678], [3.137, -0.284, 1.455], [-1.809, -3.098, -2.947], [5.276, -0.030, 2.734], [-5.517, -4.486, -0.450], [-4.653, 4.605, -2.940], [-4.843, 3.262, -3.033], [-3.506, -3.283, 0.155], [-5.126, -4.570, -1.771], [2.511, 3.821, 1.200], [-2.808, 3.320, -1.906], [-1.576, 2.913, -1.219], [-3.761, 1.445, -2.416], [4.600, 2.601, 2.407], [-5.740, -5.076, -2.503], [-1.917, 0.795, -1.494], [-0.935, -2.838, -3.531], [3.242, -1.366, 1.496], [-5.290, 5.395, -3.302], [3.220, 4.510, 1.642], [1.221, 5.338, 0.484], [-0.867, 4.878, -0.744], [-5.702, 2.811, -3.507], [8.157, 0.088, 4.426], [-6.456, -4.929, -0.145], [6.364, 1.707, 3.427], [-2.853, -2.840, 0.900], [-5.026, -3.834, 1.540], [7.534, -2.423, 3.975]], "lowdin_charge": [1.12, -0.31, -0.23, -0.21, -0.29, 1.07, 1.08, 1.06, 0.00, 0.03, -0.09, -0.47, -0.13, -0.16, -0.12, -0.18, -0.33, -0.07, -0.07, -0.12, -0.41, -0.02, -0.13, -0.18, -0.15, 0.06, 0.03, -0.09, -0.47, -0.48, -0.08, -0.41, -0.18, -0.02, -0.09, -0.01, -0.48, -0.19, 0.11, 0.12, 0.11, 0.11, 0.06, 0.08, 0.07, 0.12, 0.12, 0.11, 0.11, 0.10, 0.10, 0.11, 0.08, 0.11, 0.07], "de_lowest_kcal_mol": 0.0, "gap_ev": 5.29, "multiplicity": 1, "lumo_ev": -1.035, "mol_weight_da": 932.82, "e_homo_ev": -6.329, "energy_ha": -12029.333101}

---

No. 2
{"formula": "C27H17CrF6N6O5S3Se", "method": "ωB97M-V/def2-TZVPD", "symbols": ["Se", "Cr", "S", "S", "S", "F", "F", "F", "F", "F", "F", "O", "O", "O", "O", "O", "N", "N", "N", "N", "N", "N", "C", "C", "C", "C", "C", "C", "C", "C", "C", "C", "C", "C", "C", "C", "C", "C", "C", "C", "C", "C", "C", "C", "C", "C", "C", "C", "C", "H", "H", "H", "H", "H", "H", "H", "H", "H", "H", "H", "H", "H", "H", "H", "H", "H"], "positions_angstrom": [[2.478, 1.719, -4.588], [-0.031, -0.290, -0.555], [-1.400, -2.158, -0.420], [0.528, 3.016, -1.292], [2.853, 1.745, -0.514], [4.562, 3.034, 0.998], [-1.612, 4.143, -0.355], [2.671, 2.637, 1.961], [-0.210, 3.509, 1.168], [0.199, 5.278, -0.012], [4.091, 1.031, 1.663], [1.098, -1.606, 0.382], [2.065, 0.545, -0.284], [3.979, 1.626, -1.383], [0.364, 3.701, -2.530], [-0.144, 1.739, -1.128], [2.560, 0.167, -5.421], [1.992, 3.037, -0.733], [0.795, -0.994, -2.464], [1.622, 1.089, -3.194], [0.737, -2.766, 0.887], [-1.006, 0.474, 1.206], [1.974, -0.712, -4.629], [-0.021, -5.153, 1.924], [-2.781, 0.619, -0.384], [1.183, -2.847, -3.995], [-0.506, -3.206, 0.599], [0.687, -2.251, -2.794], [0.668, 1.071, 4.998], [-4.081, 0.956, -0.764], [1.405, 0.458, 3.965], [-0.894, -4.437, 1.140], [1.261, -4.654, 2.179], [-2.520, 1.704, 3.203], [-0.322, 4.059, -0.041], [-3.642, 0.153, -2.978], [-2.351, -0.188, -2.602], [3.585, 2.147, 1.133], [0.863, 0.271, 2.723], [-0.610, 1.485, 4.757], [-1.198, 1.296, 3.486], [1.823, -2.098, -4.921], [-1.908, 0.024, -1.300], [1.448, -0.196, -3.385], [-3.041, 1.485, 1.972], [-2.257, 0.850, 0.974], [1.619, -3.447, 1.643], [-4.513, 0.719, -2.056], [-0.461, 0.684, 2.451], [2.573, -2.959, 1.767], [2.423, 0.141, 4.152], [2.212, -2.500, -5.846], [1.117, 1.215, 5.971], [-4.769, 1.408, -0.062], [1.023, -3.907, -4.138], [-3.101, 2.197, 3.975], [-4.045, 1.803, 1.739], [1.970, -5.196, 2.787], [-3.972, -0.024, -3.994], [1.437, -0.189, 1.933], [-1.890, -4.796, 0.922], [-1.196, 1.963, 5.533], [-0.326, -6.103, 2.342], [0.153, -2.872, -2.086], [-1.689, -0.628, -3.339], [-5.522, 0.981, -2.346]], "mulliken_spin": [0.00, 1.17, -0.03, 0.00, 0.00, 0.00, 0.00, 0.00, 0.00, 0.00, 0.00, 0.01, 0.00, 0.00, 0.00, -0.02, 0.00, 0.00, -0.04, 0.00, -0.01, -0.01, 0.00, 0.00, -0.02, 0.00, 0.01, 0.02, 0.00, 0.00, 0.00, 0.00, 0.00, 0.00, 0.00, 0.00, -0.01, 0.00, -0.01, 0.00, 0.00, 0.00, -0.06, 0.00, 0.00, 0.00, 0.00, 0.00, 0.00, 0.00, 0.00, 0.00, 0.00, 0.00, 0.00, 0.00, 0.00, 0.00, 0.00, 0.00, 0.00, 0.00, 0.00, 0.00, 0.00, 0.00], "de_lowest_kcal_mol": 0.3, "gap_ev": [6.55, 6.23], "multiplicity": 2, "lumo_ev": [-1.222, -1.234], "mol_weight_da": 846.62, "e_homo_ev": [-7.774, -7.463], "energy_ha": -6983.467101}